12 unconnected molecules or ions with the total composition C28H64Br10N2O5S5. Source: the Open Molecules 2025 dataset; level of theory: wB97M-V/def2-TZVPD.

Results
Lowest unoccupied orbital energy in eV: -0.133
Kohn-Sham gap in Ha: 0.3162
Electronic energy in eV: -797885.1427
Molar mass in g mol⁻¹: 1468.20

Cartesian coordinates (Å):
C -2.104 4.923 15.926
H -10.576 8.492 8.800
H -9.013 9.233 8.099
H -17.024 6.081 13.221
O -16.543 5.284 19.461
H -17.564 7.704 13.672
H -8.941 10.515 15.681
H -19.105 2.988 20.161
H -16.074 9.195 10.964
Br -9.226 13.850 21.316
H -6.997 7.800 7.946
H -19.107 6.510 18.440
C -10.385 7.518 25.915
H -11.712 5.791 26.111
C -19.144 5.644 19.100
H -0.181 2.739 15.841
C -2.416 10.390 10.819
H -10.912 7.553 17.225
C -9.488 9.580 15.809
C -12.245 1.999 14.659
C -18.178 3.503 20.413
N -7.974 7.600 14.997
H -8.449 16.314 21.383
C -3.469 10.759 11.866
H -17.376 7.375 11.925
C -11.922 0.257 12.850
S -9.053 6.806 8.611
O -14.729 6.868 11.636
Br -12.281 14.607 14.105
Br -15.761 10.851 19.555
H -2.022 10.468 17.339
H -10.657 16.418 13.316
H -8.937 9.743 17.838
C -9.847 9.484 17.296
C -0.133 3.238 16.810
Br -5.008 11.656 10.993
H -3.975 10.009 12.473
H -15.270 12.601 22.996
H -6.821 6.111 8.380
H -15.735 9.981 21.955
H 0.853 3.139 17.263
C -7.233 7.064 8.714
S -17.721 4.476 18.948
H -11.182 1.968 14.900
H -9.892 15.655 11.245
H -6.754 7.334 9.655
C -8.649 8.517 15.356
H -14.841 9.928 12.016
H -3.959 9.239 19.092
H -11.915 6.680 24.651
Br -0.958 9.305 11.671
C -11.384 15.832 12.754
H -20.073 5.078 19.043
C -15.307 10.884 21.518
H -15.402 13.069 21.340
H -2.393 5.964 15.779
H -14.218 10.834 21.493
H -16.439 9.909 12.427
H -11.812 0.137 11.772
H -10.420 8.110 18.850
H -12.579 -0.456 13.347
S -15.271 7.715 12.791
C -1.930 11.177 18.161
O -0.474 5.595 18.131
H -10.944 0.032 13.275
H -10.353 14.098 11.882
C -12.404 1.665 13.184
H -3.034 9.659 20.601
C -11.719 6.807 25.716
C -9.489 8.561 8.813
H -12.126 16.553 12.409
Br -17.682 12.478 22.290
H -10.323 7.771 26.974
H -9.249 8.940 9.806
Br -8.424 17.396 18.435
C -3.823 9.949 19.908
H -1.451 12.062 17.742
C -8.383 15.542 20.617
H -19.166 6.134 20.074
C -10.135 8.056 17.800
H -11.832 2.423 12.648
C -12.876 0.884 15.501
S -0.381 5.091 16.704
H -10.146 16.230 19.727
H -9.255 14.996 18.732
H -3.048 11.472 12.575
C -10.746 15.073 11.594
H -2.716 4.399 16.661
Br -12.002 14.627 10.173
H -4.737 10.036 20.496
H -10.341 9.635 15.133
H -13.433 1.857 12.880
H -10.614 10.222 17.528
H -2.016 11.241 10.266
O -9.570 6.362 7.256
H -2.813 9.669 10.105
N -13.365 0.008 16.120
C -15.690 12.286 22.041
H -2.090 4.346 15.002
H -18.349 4.021 21.356
Br -13.327 7.792 26.480
C -15.693 9.249 11.984
C -17.017 7.129 12.924
H -7.316 15.420 20.435
H -10.211 8.384 25.277
H -1.308 10.698 18.917
H -17.478 2.683 20.577
H -9.227 7.454 17.768
Br -8.979 6.303 25.297
H -12.699 2.982 14.781
H -0.859 2.731 17.445
O -4.583 11.849 17.891
S -3.526 11.636 18.989
C -9.176 15.833 19.426